{
  "formula": "C5H10O4S",
  "method": "wB97M-V/def2-TZVPD",
  "e_lumo_ev": 0.5,
  "e_homo_ev": -10.004,
  "gap_ev": 10.552,
  "e_tot_ha": -895.528782,
  "smiles": "CC(=O)OCCS(C)(=O)=O",
  "species": ["S", "O", "H", "H", "H", "O", "H", "H", "H", "C", "H", "H", "H", "C", "C", "C", "O", "H", "O", "C"],
  "xyz": [[1.783162, -0.287309, 0.431516], [-1.440946, -0.978522, -0.867153], [-0.109907, 2.175143, -0.922944], [0.011236, 0.578117, -1.483527], [-3.406865, -1.021890, 0.715632], [1.148416, -0.646431, 1.652257], [1.028763, -2.419721, -0.706149], [-1.992564, -0.802544, 2.132045], [2.199939, 2.081383, -0.410073], [0.099729, 1.237158, -0.653348], [0.059711, -1.016072, -1.403042], [-2.953329, 0.565883, 1.477750], [1.787045, -1.279580, -1.819543], [-2.586088, -0.455875, 1.138460], [1.388239, 1.373920, 0.000116], [1.006775, -1.297770, -0.980683], [-0.936015, 0.963625, 0.221229], [1.258220, 1.883104, 1.097609], [3.362358, -0.446736, 0.313036], [-1.707887, -0.205887, 0.066814]],
  "atomic_forces_ev_per_a": [[7.0, -2.3, -2.7], [-3.3, 2.0, 2.0], [-1.0, 3.8, -1.9], [0.4, 0.2, -0.7], [-0.1, -0.6, 0.8], [-0.7, -0.1, 1.0], [-0.2, 2.0, 0.2], [-1.4, 0.2, -2.6], [-1.2, -1.9, -0.1], [-1.0, 0.0, -0.7], [0.6, -0.4, 0.5], [0.1, -1.2, -0.4], [-0.7, 0.4, 1.2], [-0.9, 1.6, 3.9], [2.0, 1.7, 3.9], [4.1, -2.1, -0.8], [-2.6, -2.0, 1.7], [-0.1, -1.3, -2.5], [-5.9, 0.5, 0.5], [4.9, -0.3, -3.4]]
}

{
  "formula": "C13H23BF4NPPt",
  "method": "wB97M-V/def2-TZVPD",
  "e_lumo_ev": [0.0, -3.3],
  "e_homo_ev": [-4.942, -9.481],
  "s2": 2.03,
  "multiplicity": 3,
  "gap_ev": [4.938, 6.155],
  "e_tot_ha": -1448.967364,
  "species": ["H", "H", "H", "Pt", "C", "F", "H", "C", "H", "B", "F", "H", "C", "H", "H", "H", "C", "H", "C", "C", "C", "H", "H", "H", "F", "H", "H", "H", "C", "C", "H", "H", "H", "C", "P", "C", "H", "H", "H", "F", "C", "N", "C", "H"],
  "xyz": [[1.758729, -2.254015, 1.882586], [-2.563616, 2.342039, -2.977470], [0.502792, 4.486906, 1.014508], [0.710194, 0.191122, 0.287872], [-0.349176, -2.596328, 0.464422], [-1.019989, -0.544879, 5.291518], [2.934360, -1.903461, 0.585160], [-1.619880, -2.213858, -0.274896], [-0.164986, -3.675913, 0.359712], [-0.374080, -0.610390, 4.045087], [0.905069, -1.221752, 4.152127], [1.964792, 3.622675, 1.597462], [2.171278, 2.621636, -1.213000], [-3.773323, 0.216008, -3.540949], [-3.268676, -1.855091, -2.246123], [1.548469, 0.313105, 1.797717], [-2.736459, -0.921390, -2.041448], [-1.341200, 3.350980, -0.399560], [-0.703495, 2.718010, -1.040608], [-1.382497, 1.434797, -1.438196], [-3.025750, 0.232784, -2.752034], [3.125630, 2.491582, -0.692466], [2.110601, 1.878411, -2.018631], [0.299433, -1.942636, -2.052283], [-0.222702, 0.710844, 3.497893], [1.419739, -3.259831, -1.567920], [2.125614, -3.508174, 0.639659], [-0.459893, -2.358483, 1.525360], [2.007742, -2.433293, 0.835897], [-1.750298, -0.934669, -1.044448], [2.011379, -1.579141, -1.761867], [-2.396272, -2.224997, 0.505861], [-0.406426, 3.308570, -1.920045], [1.165234, -2.195722, -1.440669], [0.806662, 2.342299, -0.043904], [-1.007078, 0.231448, -0.828350], [-1.883024, -3.044592, -0.948167], [2.159170, 0.401654, 1.209320], [2.098747, 3.634000, -1.632045], [-1.165147, -1.385625, 3.122095], [0.908006, 3.508492, 1.316183], [0.892829, -1.914172, -0.003086], [-2.362332, 1.419978, -2.435160], [0.349847, 3.121074, 2.182894]],
  "atomic_forces_ev_per_a": [[0.1, -0.1, 0.0], [-0.1, -0.2, 0.1], [0.2, -0.3, 0.1], [-0.7, -0.4, -1.1], [0.7, 0.1, 0.1], [0.4, 0.0, -0.7], [-0.2, -0.2, 0.0], [-0.5, -0.5, 0.2], [-0.2, 0.1, 0.0], [-0.3, 0.1, 0.1], [-0.4, 0.3, -0.2], [-0.3, 0.0, 0.0], [0.1, 0.6, 0.0], [0.1, 0.0, 0.2], [0.1, 0.4, 0.0], [-0.1, -0.2, 0.7], [0.7, -0.6, 0.1], [0.0, -0.3, -0.3], [0.3, 0.4, 0.3], [-2.1, 1.6, -2.1], [-1.2, -2.0, -0.7], [-0.1, 0.1, -0.1], [-0.1, 0.2, 0.3], [0.0, 0.0, 0.1], [0.1, -0.5, 0.1], [-0.1, 0.2, 0.0], [0.1, 0.1, 0.2], [0.1, -0.1, -0.2], [0.0, 0.1, -0.3], [-2.5, -2.7, -1.5], [-0.2, -0.2, 0.1], [0.0, 0.1, -0.1], [-0.2, 0.0, 0.2], [0.3, 0.0, 0.4], [-0.7, 0.0, -1.2], [3.0, 1.3, 2.8], [-0.1, 0.4, 0.0], [0.2, -0.2, 0.1], [0.2, -0.1, 0.0], [0.3, 0.4, 0.4], [0.1, 0.4, 0.2], [-0.1, -0.4, 0.1], [2.8, 2.2, 1.7], [0.1, 0.0, -0.3]]
}

Listing strongest force on any atom for the structures above in their given order: 7.82, 4.33 eV Å⁻¹.